Formula: C5H14NO
Source: the OMol25 dataset
Level of theory: ωB97M-V/def2-TZVPD

```
! RIJCOSX wB97M-V def2-TZVPD def2/J DEFGRID3
* xyz 1 1
C 1.03760 0.59370 -2.07558
C 0.35173 0.01542 -0.85088
N -0.58672 -1.09131 -1.30736
C -0.44932 0.99013 0.03246
C -0.98529 0.46510 1.39931
C 0.18670 -0.09927 2.22570
O 0.17072 -1.51238 1.87629
H 1.53031 1.49225 -1.69377
H 0.33658 1.10669 -2.77585
H 1.63468 -0.10740 -2.64909
H 1.11179 -0.45625 -0.18257
H -0.61454 -1.82624 -0.57891
H -0.25340 -1.57159 -2.15581
H -1.53061 -0.73994 -1.49840
H -1.30817 1.32866 -0.54748
H 0.28141 1.78232 0.23978
H -1.71196 -0.28912 1.18459
H -1.34558 1.43240 1.75480
H 1.12634 0.41980 1.98154
H 0.05793 -0.04004 3.30941
H 0.95979 -1.89291 2.31182
*
```

Calculated values
**ΔE to the lowest compared entry with this formula, charge and spin**: 1.0926 eV
**Molecular weight**: 104.173 g mol⁻¹
**Highest occupied orbital energy**: -14.3 eV
**Maximum force**: 2.89 eV/Å
**HOMO-LUMO gap**: 11.01 eV
**SMILES**: C[C@H]([NH3+])CCCO
**Calculated total energy**: -328.646081 hartree